# 1
C11H69BrINO24S | wB97M-V/def2-TZVPD

```
108
Properties=species:S:1:pos:R:3:forces:R:3
C 4.23167 -2.06232 2.33034 -0.8322 -0.4236 -1.0176
C 3.54391 -1.57330 1.00238 -1.1030 0.4039 1.5908
C 3.17390 -0.05392 1.21561 -0.2051 -0.5921 -0.4949
C 2.16256 -2.33496 0.95718 0.5634 -0.5277 -0.4111
C 1.47953 -2.27151 -0.43605 -0.9385 0.7225 0.0967
C 0.03369 -2.89083 -0.41796 1.1971 1.3330 1.4205
I -1.04920 -2.32003 -2.27024 0.0350 -0.2212 -0.1541
O -0.65975 -2.26692 0.63464 0.1811 -1.1633 -0.1559
C -1.59789 -3.13136 1.28588 -1.2670 -0.4786 0.4248
C -2.82443 -2.38653 1.92975 -0.4349 -0.2441 -0.5133
C -3.23015 -1.05600 1.24349 0.7649 -0.5099 -0.1204
C -2.31908 0.17171 1.53982 -0.7484 0.2457 -0.5717
Br -1.29418 0.08178 3.21981 -0.2148 0.0961 -0.3837
C -0.99285 -4.02615 2.39286 -0.3819 -0.2818 -0.3263
N 0.04490 -4.95299 1.90660 0.6656 -0.1740 -0.1285
S -0.65854 -6.52504 1.65355 -0.0222 -0.3564 0.1534
H 3.55630 -1.74019 3.14785 0.6311 -0.0710 -0.2202
H 5.26123 -1.69845 2.45054 -0.4195 -0.1194 0.0734
H 4.19337 -3.16720 2.30494 0.4881 0.5164 0.2765
H 4.16679 -1.74520 0.10915 -0.2632 -0.0288 0.3284
H 3.89887 0.63988 0.76581 -0.2649 -0.2054 0.1850
H 3.12609 0.15349 2.29394 0.0722 -0.0049 -0.5224
H 2.15754 0.14495 0.81623 0.6193 0.0928 -0.0431
H 2.26475 -3.40557 1.22833 0.2175 0.4749 -0.1028
H 1.55367 -1.88332 1.76643 0.0189 -0.1923 -0.6510
H 2.08215 -2.72816 -1.23532 -0.1515 -0.0383 0.4378
H 1.36487 -1.19826 -0.70106 -0.0258 -0.5474 0.0399
H 0.02998 -3.99016 -0.37753 -0.2173 0.4866 -0.0415
H -2.03155 -3.80092 0.50733 0.3263 0.3121 0.2719
H -3.67901 -3.08066 1.77887 0.5087 0.3125 0.1815
H -2.72825 -2.30655 3.03038 0.1707 0.2263 -0.6172
H -3.16830 -1.23521 0.15133 -0.0151 0.1897 0.4956
H -4.29369 -0.81327 1.42843 0.5817 -0.0713 0.2615
H -2.96925 1.06057 1.61316 0.5401 -0.3276 0.1480
H -1.59320 0.35654 0.73089 -0.2035 -0.2904 0.5746
H -1.81911 -4.65466 2.80224 0.1521 0.7924 -0.0115
H -0.60170 -3.40826 3.22092 0.0017 -0.2431 -0.4587
H 0.78309 -5.00498 2.60689 -0.1446 -0.0870 -0.1343
H 0.17943 -7.22148 0.81229 -0.1569 1.0412 0.2995
O -4.57053 -5.41089 2.23200 0.0245 -0.0965 -0.0545
H -3.71243 -5.82610 2.10406 0.0512 -0.1129 -0.0058
H -4.89527 -5.25512 1.33705 -0.0472 0.2251 0.0143
O 6.44082 -3.55788 0.81429 0.0896 0.0309 -0.0937
H 7.01156 -4.04957 1.41951 0.0189 -0.0324 0.1371
H 5.83557 -4.22333 0.47380 0.0168 -0.0837 -0.0139
O 1.95466 -4.38222 -2.96433 -0.1342 -0.0632 0.0358
H 1.05405 -4.06125 -2.82129 0.0462 0.0493 -0.1578
H 1.84879 -5.32523 -3.11906 0.0777 -0.0435 -0.0137
O -3.14923 -0.74340 -5.15975 -0.0035 0.0818 0.1360
H -2.60279 -1.26770 -4.56519 0.1012 -0.0240 0.0074
H -3.76376 -1.37878 -5.53830 -0.0851 0.0375 -0.0392
O -4.05590 0.69380 -1.20321 0.0078 -0.0658 0.4944
H -3.82667 1.62652 -1.10092 -0.1888 0.2468 -0.1107
H -3.53870 0.40968 -1.95619 0.0414 -0.0499 -0.2928
O 2.27128 -4.19650 4.26085 -0.1416 -0.1588 0.0560
H 2.11011 -3.49211 4.89619 -0.0071 0.1468 -0.0826
H 2.49556 -4.95380 4.81020 0.0484 -0.0709 -0.0308
O -4.14476 3.82328 -1.52736 -0.0275 -0.0694 0.1096
H -4.04612 4.78012 -1.43949 0.1638 0.0149 -0.1994
H -5.10299 3.68285 -1.55678 -0.1183 -0.0915 -0.0409
O -6.60569 -0.24794 -0.48650 -0.0235 -0.0533 -0.2200
H -5.87082 0.04529 -1.05501 0.2863 0.0581 0.3065
H -6.99303 -0.98794 -0.96232 -0.1515 0.0498 -0.0774
O -3.58414 6.58142 -2.76948 0.1371 -0.2007 0.2908
H -3.35743 7.51246 -2.66784 -0.2172 0.0218 -0.2300
H -3.06559 6.29903 -3.53062 -0.0377 0.0349 -0.1034
O 7.80458 -5.35930 2.86348 -0.3006 0.3994 -0.4501
H 8.02479 -6.26219 2.63306 0.0816 -0.1037 0.0117
H 7.94027 -5.32690 3.81111 0.0923 -0.0678 0.1101
O -3.72722 9.26833 -3.83745 0.1571 0.3847 0.0828
H -3.30358 10.13393 -3.85922 -0.0268 0.0424 0.0294
H -3.92918 9.08244 -4.75962 0.0158 -0.3148 0.0117
O -7.09755 3.12107 -1.23204 0.1222 -0.0541 -0.0316
H -7.32294 3.25147 -0.30629 -0.0066 0.0166 0.0486
H -7.09008 2.16109 -1.33673 0.0105 -0.0312 0.0036
O 4.55454 1.40547 3.49889 -0.0528 0.0119 0.4925
H 4.55212 2.36585 3.48530 -0.0143 0.0594 0.1095
H 5.39941 1.17286 3.10924 0.0158 -0.0276 -0.1504
O -5.69679 -3.38433 0.05602 -0.0297 -0.0454 -0.1019
H -5.52871 -2.44788 0.21744 0.0483 0.0828 0.0504
H -6.65528 -3.44775 0.01076 -0.0270 -0.0528 0.0639
O 5.86878 2.35365 1.08389 0.3158 0.1496 -0.0466
H 6.75226 1.98903 0.96473 0.0364 0.0129 0.0134
H 5.51434 2.40429 0.19107 -0.1350 0.0130 0.0091
O -3.06727 6.55714 -5.98811 -0.3919 -0.4001 0.0365
H -2.39176 6.39555 -6.65532 0.2587 0.1203 0.1687
H -3.67073 5.80986 -6.07537 -0.0591 0.0144 0.1505
O -1.61730 10.29135 -1.63919 -0.0584 -0.1102 -0.0515
H -1.06626 9.79687 -1.02159 0.0222 0.1404 0.1359
H -2.21102 9.62874 -2.00625 -0.0109 -0.0345 -0.0258
O 6.24773 4.20079 3.90585 -0.0669 -0.0611 -0.2127
H 6.67201 5.06134 3.85249 0.0011 0.0584 0.0624
H 6.02581 3.98938 2.98987 0.0888 -0.0445 -0.0346
O -4.30399 1.87671 -3.82682 0.3157 -0.1650 -0.2259
H -3.61784 2.51877 -3.61248 -0.1967 0.1785 0.1755
H -3.81893 1.11486 -4.17457 -0.1608 -0.0300 -0.2706
O -1.07412 10.14730 1.58127 0.0019 -0.0396 -0.0371
H -0.97978 11.10041 1.66462 0.0594 0.0486 -0.0323
H -2.02545 10.00878 1.55466 -0.0416 -0.0456 -0.0156
O -1.83902 8.15836 -7.68407 0.0311 0.2033 -0.3281
H -1.73826 9.11008 -7.60056 0.1731 0.0390 -0.0118
H -2.79182 8.02509 -7.71229 -0.0509 0.0334 0.0630
O 9.04890 -7.02285 4.68547 0.0931 -0.1973 0.2498
H 9.27009 -7.93011 4.45463 0.0127 -0.0270 -0.0542
H 9.18223 -6.98553 5.63761 0.0067 0.0492 0.0356
O 5.80962 -4.36622 -1.92180 -0.0509 0.0590 -0.0619
H 5.85516 -3.48084 -1.54434 0.1129 -0.0268 0.1047
H 6.12753 -4.25626 -2.82132 -0.0449 -0.0654 -0.0776
```
Positions in Å, forces in eV/Å.

HOMO level in eV: -8.47
Frontier orbital gap in eV: 8.6433
Molecular weight in g mol⁻¹: 838.53
Calculated total energy in Ha: -5590.85602

---

# 2
C11H6ClF6NO8PdS3 | wB97M-V/def2-TZVPD

```
37
Properties=species:S:1:pos:R:3:forces:R:3
Pd -0.26392 -0.26411 -0.19411 -3.0771 3.0791 0.5278
O 1.88168 2.92329 0.19779 -0.3484 -0.2331 0.2173
C 0.92728 2.23529 0.52169 0.1066 1.2492 -0.1995
O 1.01208 1.07159 1.10069 -0.8595 -0.8154 -0.3908
C -0.46272 2.80139 0.26449 -0.3837 0.0584 -0.0902
C -0.48972 4.06449 -0.32391 0.1531 -0.0759 0.0414
C -1.67222 4.70669 -0.62871 -0.1809 0.0559 -0.0504
C -2.88052 4.08049 -0.35151 0.0715 0.2795 0.0149
C -2.88252 2.83619 0.23529 0.1389 -0.1179 0.0192
C -1.69082 2.17039 0.54699 -0.0398 0.4574 0.2556
S -1.85482 0.62519 1.35179 0.8008 -0.9446 -1.2267
H 0.46548 4.52619 -0.53391 0.0018 -0.0213 -0.0118
H -1.65662 5.68589 -1.08711 0.0124 0.0717 -0.0515
H -3.81832 4.56699 -0.58631 -0.0590 0.0271 -0.0427
H -3.81172 2.33479 0.45489 -0.1195 -0.0875 -0.0178
F 3.42978 -2.28431 -1.26361 -0.2119 0.1870 0.1122
C 3.89068 -1.26751 -0.50591 0.1855 -0.0220 -0.0603
F 4.66968 -1.84941 0.44269 -0.1794 0.1604 0.1454
F 4.76078 -0.60251 -1.30671 -0.1915 0.3254 0.0284
S 2.53438 -0.08141 0.27469 4.4076 -2.0946 -0.8577
O 1.82618 0.08919 -0.97951 -0.5491 0.3200 -0.9078
O 3.51758 0.80619 0.80599 -0.2059 0.4255 0.5429
N 2.04548 -1.21791 1.28109 -0.2276 0.3894 0.2577
S 0.93238 -2.19691 0.84939 0.1026 -2.9360 1.5097
O -0.26952 -2.17061 1.64509 0.0878 -0.1215 0.5070
O 0.75308 -2.47471 -0.55281 0.2380 -0.4230 -0.5755
C 1.72868 -3.82211 1.48119 -0.0068 0.1013 -0.0893
F 0.85518 -4.84911 1.48679 -0.2848 0.3294 -0.1732
F 2.18708 -3.72611 2.73899 -0.0404 0.3046 0.0293
F 2.75328 -4.21681 0.71709 0.0468 0.2300 -0.0953
Cl -3.95482 -3.52331 -0.66301 -0.5833 -0.5510 0.0554
C -2.61342 -2.38611 -0.60601 0.4601 0.5365 -0.3611
C -2.50652 -1.53001 -1.90701 -0.4885 -0.9122 0.8880
O -3.15602 -1.82211 -2.89531 -0.1128 0.0731 -0.3455
O -1.71982 -0.54511 -1.78251 1.3688 0.6642 0.5681
H -1.69542 -2.96851 -0.48181 -0.1921 0.2605 0.0686
H -2.77122 -1.72571 0.25319 0.1597 -0.2299 -0.2417
```
Positions in Å, forces in eV/Å.

HOMO level (alpha / beta) in eV: -2.94 / -2.93
Frontier orbital gap (alpha / beta) in eV: 6.8903 / 6.8538
Molecular weight in g mol⁻¹: 632.23
Charge: -2
ΔE to the lowest compared entry with this formula, charge and spin in kJ/mol: 37.5
Calculated total energy in Ha: -3461.32612

---

# 3
C11H7AlN2O6 | wB97M-V/def2-TZVPD

```
27
Properties=species:S:1:pos:R:3:forces:R:3
O 4.71290 -2.32311 -4.59307 -1.7753 0.4978 2.4039
C 4.01602 -2.13842 -3.70359 2.1396 -0.6969 -3.3075
Al 1.84994 -1.53182 -1.07168 1.4024 -0.1267 0.1941
C -0.08805 -1.64192 -0.42127 -3.2092 -1.4201 -0.4157
O -1.17202 -2.04648 -0.31758 3.5849 1.3636 -0.1041
C 2.87237 -1.08753 0.72355 1.2716 1.4361 4.9302
O 3.34389 -0.77981 1.72789 -1.4821 -1.3098 -4.2766
C 1.86868 0.52360 -1.71444 -0.4652 5.1602 -0.9872
O 1.90631 1.64317 -1.97918 0.1847 -4.6845 0.9027
C 2.03907 -3.67793 -0.60228 -0.3542 -4.6709 1.8035
O 2.08396 -4.77146 -0.25504 0.0740 4.1554 -1.5275
H 3.30253 -1.67992 -1.66319 -0.7883 0.0625 0.0868
N -4.09983 2.23193 0.24527 0.9434 -0.3597 -0.4176
C -2.87887 2.07627 -0.37437 -0.8945 0.3661 -0.9289
O -2.69415 2.24803 -1.57430 0.1415 -0.1716 1.4949
C -1.77449 1.58197 0.52370 1.0552 0.0827 -0.2664
C -1.80261 1.59665 1.92367 -0.3020 -0.3842 -0.4842
C -0.84255 0.88219 2.63484 0.9156 -0.2959 -0.1129
C 0.11692 0.13145 1.92556 -1.2554 0.4369 0.7447
N 0.10905 0.13935 0.58935 1.2560 0.6790 -0.2113
C -0.66574 0.98559 -0.09743 -1.3975 -0.3377 0.5924
H -4.87203 2.30592 -0.39539 -0.2010 0.2307 -0.1217
H -4.30747 1.71146 1.08421 0.0405 0.1413 -0.0021
H -2.61608 2.14053 2.40819 0.3652 -0.2270 0.1380
H -0.83112 0.87522 3.72043 0.0258 0.0618 -0.1635
H 0.88511 -0.47195 2.41728 -0.5802 0.0736 0.0102
H -0.46175 1.07703 -1.16111 -0.6958 -0.0628 0.0256
```
Positions in Å, forces in eV/Å.

HOMO level in eV: -15.95
Frontier orbital gap in eV: 6.6139
Molecular weight in g mol⁻¹: 290.17
Charge: +2
ΔE to the lowest compared entry with this formula, charge and spin in kJ/mol: 0.0
Calculated total energy in Ha: -1226.05922

---

# 4
C11H7Cl2N3O3S5SbTc | wB97M-V/def2-TZVPD

```
33
Properties=species:S:1:pos:R:3:forces:R:3
Tc -0.34262 0.19793 0.97933 0.5976 -3.4209 -0.4497
O 0.91897 1.52620 0.21679 0.5278 1.1076 -0.2273
N 0.37918 2.61111 -0.38353 -0.0091 -0.7830 0.4923
C 1.21229 3.64670 -0.45208 -1.3004 1.2486 -2.1805
C 0.77273 4.75505 -1.15522 -0.7342 0.4684 0.4502
C -0.56595 4.88769 -1.60460 0.7924 -2.0282 0.3869
C -1.38490 3.75827 -1.49000 0.7865 1.1256 0.3996
C -0.90424 2.60775 -0.84850 0.0896 -0.9592 -0.0885
S -1.80043 1.10811 -0.68902 0.1236 1.3464 0.3422
H 2.22141 3.50442 -0.17145 0.5931 -0.2606 0.6451
H 1.43057 5.58650 -1.28481 0.4189 0.3034 0.0372
H -0.87999 5.79722 -2.07917 -0.2146 0.1726 -0.1072
H -2.41141 3.77056 -1.80858 -0.1625 -0.1050 -0.1154
S -0.34707 1.79469 2.84831 -0.8239 0.5310 -0.1805
Sb -1.54813 0.45614 4.59198 0.5315 0.2464 0.6738
S 0.62757 -1.03726 4.31934 -0.5013 -0.5157 0.8142
S 1.35552 -0.09415 2.75638 0.0947 0.2110 -0.9517
S -0.90335 1.44406 6.56253 -0.2917 -0.1733 -0.6097
Cl 0.21889 -0.98967 -2.70224 -0.3239 0.0296 -0.1726
C 0.38722 -2.45054 -1.83055 1.1887 -1.6874 0.6693
C 0.61401 -3.67769 -2.50764 -0.4997 1.9085 0.5043
C 0.96063 -4.80490 -1.81494 0.2112 0.5231 1.8327
C 1.15919 -4.72626 -0.42659 -0.1330 -0.0770 0.4970
C 0.95162 -3.53828 0.30534 0.1991 -1.3596 -1.5740
Cl 1.25530 -3.58441 2.00296 -0.2868 0.3585 -0.4049
C 0.53335 -2.39068 -0.40680 0.0732 -1.1016 -0.2028
N 0.19258 -1.26952 0.23010 -0.6899 3.2514 0.0743
H 0.51855 -3.68338 -3.56905 -0.0663 -0.0102 -0.6023
H 1.12598 -5.73384 -2.29935 0.0746 -0.6269 -0.4537
H 1.44821 -5.62481 0.13923 -0.1008 0.5029 -0.3523
O -2.51136 -1.46611 -0.20194 -0.7206 -0.7927 1.9250
N -2.73749 -1.57931 1.00141 1.5664 1.7779 -1.1994
O -1.94681 -0.80160 1.77234 -1.0099 -1.2117 0.1283
```
Positions in Å, forces in eV/Å.

HOMO level (alpha / beta) in eV: -3.79 / -4.12
Frontier orbital gap (alpha / beta) in eV: 5.0594 / 5.3905
Molecular weight in g mol⁻¹: 680.20
Charge: -1
Spin multiplicity: 2
ΔE to the lowest compared entry with this formula, charge and spin in kJ/mol: 0.0
Calculated total energy in Ha: -4045.72617

---

# 5
C11H7GaN2O6 | wB97M-V/def2-TZVPD

```
27
Properties=species:S:1:pos:R:3:forces:R:3
O -0.57374 4.83795 3.91413 -0.8346 -2.3483 -0.9776
C -0.92514 3.83795 3.48810 0.8251 2.3006 0.9454
Ga -2.14926 0.17040 0.31744 1.0775 -0.8169 -0.5093
O -1.88494 -1.06862 3.16804 0.7651 3.3222 -2.3414
C -1.90993 -0.48549 2.14718 -2.1489 -6.0190 1.6453
C -3.27136 -1.11734 -0.90068 -3.1627 -3.2198 -2.9871
O -3.91541 -1.87310 -1.49127 3.1471 3.5617 2.8938
C -4.01148 1.65662 -2.56304 -0.2364 2.7344 -0.0948
O -4.16212 2.78083 -2.69371 0.3025 -2.7518 0.1935
C -4.41331 1.24051 0.94957 -2.5842 0.2755 1.3106
O -5.43799 1.52345 1.36599 3.3578 -0.7323 -1.4328
H -1.56530 0.72829 1.69928 1.0300 3.3756 1.2783
N 4.78694 -1.21532 -0.23994 -0.9560 -0.0488 -0.3081
C 3.86612 -1.26548 -1.25870 2.2354 -0.5769 -0.7249
O 4.17685 -1.56834 -2.40592 -1.0784 0.4999 1.3374
C 2.46895 -0.88382 -0.88430 -0.9548 0.3571 -0.0460
C 2.15348 -0.22946 0.31218 -0.5749 -0.0285 0.2043
C 0.82192 0.05478 0.60791 0.1082 -0.1864 -0.3670
N -0.16897 -0.26161 -0.25841 -1.1071 0.1818 -0.0911
C 0.11804 -0.83643 -1.45639 0.6149 0.0343 0.2827
C 1.43238 -1.15495 -1.79078 -0.5201 0.0249 0.1915
H 5.70826 -1.56709 -0.45536 0.0106 0.0361 0.0032
H 4.49763 -1.22374 0.72861 0.2580 -0.0617 -0.2527
H 2.91018 0.06573 1.03966 -0.2373 -0.0744 -0.2683
H 0.52560 0.52910 1.54646 0.2093 -0.0219 -0.2997
H -0.71139 -1.04608 -2.13681 0.3078 0.0808 0.2108
H 1.63399 -1.62874 -2.74927 0.1460 0.1016 0.2041
```
Positions in Å, forces in eV/Å.

HOMO level in eV: -15.90
Frontier orbital gap in eV: 5.5550
Molecular weight in g mol⁻¹: 332.91
Charge: +2
ΔE to the lowest compared entry with this formula, charge and spin in kJ/mol: 303.7
Calculated total energy in Ha: -2908.31225

---

Q: molecular weight of number 3 (C11H7AlN2O6)?
A: 290.17 g mol⁻¹